[1]
Entry from the OMol25 dataset: one molecule with the formula C3H8O3 (the ωB97M-V functional and the def2-TZVPD basis).

```
14
Properties=species:S:1:pos:R:3:forces:R:3
O 1.92905 -0.93013 -0.31842 0.283 3.660 0.280
C 0.66465 -1.18132 0.14243 -2.539 -4.040 0.183
C -0.53194 -0.37644 -0.48113 1.362 -1.548 -1.647
O -1.86578 -0.69729 -0.18769 -0.686 -1.871 1.580
C -0.48755 1.01018 -0.07837 0.186 4.549 -2.120
O 0.86798 1.59532 -0.22102 -1.512 3.083 3.826
H 1.89904 0.03403 0.06366 1.549 -1.742 -1.755
H 0.71779 -0.96014 1.18489 -0.722 -0.130 1.373
H 0.48634 -2.34220 0.01544 -0.066 2.177 0.280
H -0.40562 -0.54337 -1.59848 -0.219 0.594 1.177
H -1.96498 -0.92222 0.77612 0.239 0.307 -1.356
H -1.22654 1.63237 -0.71800 1.228 -0.993 0.464
H -0.87441 1.27820 0.88493 0.049 -0.845 1.084
H 0.79197 2.40300 0.53566 0.848 -3.201 -3.370
```
Forces are in eV/Å.

Calculated values
SMILES: OCC(O)CO
Orbital gap, eV: 10.165
Highest occupied orbital energy, eV: -9.76
Calculated total energy, eV: -9380.820

[2]
Entry from the OMol25 dataset: a 2-piece molecular cluster, C4H5N2 overall (the ωB97M-V functional and the def2-TZVPD basis).

```
11
Properties=species:S:1:pos:R:3:forces:R:3
C -2.42181 1.39560 -1.68081 -0.022 0.037 -0.065
C 1.38514 -0.59564 0.96795 1.081 -1.259 0.104
C 0.88772 -0.51616 -0.41739 0.286 -0.153 -0.280
C 0.86315 0.89659 -0.47044 0.850 -0.649 -0.114
N -1.30050 1.24596 -1.54310 -0.227 -0.146 -0.130
N 0.63420 0.63311 0.77953 -1.159 1.632 0.707
H -3.46289 1.53907 -1.82362 -0.401 0.067 -0.047
H 0.96589 -1.33746 1.64641 -0.111 0.188 -0.140
H 2.44449 -0.41392 1.13807 -0.198 0.045 -0.120
H 0.15415 -1.17624 -0.86105 -0.182 0.077 -0.030
H 0.80213 1.74585 -1.11994 0.084 0.162 0.117
```
Forces are in eV/Å.

Calculated values
Orbital gap, eV: 11.703
Highest occupied orbital energy, eV: -16.55
Calculated total energy, eV: -7197.507
Charge: +1

[3]
Entry from the OMol25 dataset: CHN2O3P as an isolated structure (the ωB97M-V functional and the def2-TZVPD basis).

```
8
Properties=species:S:1:pos:R:3:forces:R:3
C 0.65644 -0.31544 1.23278 1.213 0.996 2.459
N 0.46162 -0.80014 2.28724 0.294 -0.824 0.084
N -1.14154 -0.37375 0.08011 -1.059 1.883 -0.529
O 0.33829 -0.20560 -2.06721 0.307 0.398 -0.069
O 1.26633 0.45447 0.41805 -0.954 -0.178 -1.258
O -0.53246 1.99896 -1.02428 -0.009 -0.076 0.341
P -0.24195 0.53853 -0.88997 0.174 -0.942 -0.684
H -0.80673 -1.29703 -0.03671 0.034 -1.256 -0.345
```
Forces are in eV/Å.

Calculated values
Orbital gap, eV: 6.666
Highest occupied orbital energy, eV: 0.76
Calculated total energy, eV: -19464.907
Charge: -2

[4]
Entry from the OMol25 dataset: C3H4O3 as an isolated structure (the ωB97M-V functional and the def2-TZVPD basis).

```
10
Properties=species:S:1:pos:R:3:forces:R:3
O 0.70874 1.53167 -0.80784 0.000 -0.019 -0.208
C -0.21327 0.58925 -0.63311 -0.021 -0.001 0.169
C 0.31705 -1.19521 0.32011 0.158 -0.102 0.066
O -0.81485 -0.81652 1.02747 -0.035 0.030 0.080
C -0.89128 0.51801 0.66481 -0.299 0.400 0.130
O -1.47678 1.36648 1.27623 0.287 -0.412 -0.246
H 0.80581 1.69573 -1.75666 0.040 0.009 0.167
H 0.09317 -0.59430 -0.87683 -0.024 -0.075 -0.067
H 1.26618 -0.92877 0.78539 -0.120 0.002 -0.072
H 0.26357 -2.23132 -0.02142 0.013 0.168 -0.019
```
Forces are in eV/Å.

Calculated values
Orbital gap, eV: 9.236
Highest occupied orbital energy, eV: -8.85
Calculated total energy, eV: -9314.414

[5]
Entry from the OMol25 dataset: one molecule with the formula C4H12BNO (the ωB97M-V functional and the def2-TZVPD basis).

```
19
Properties=species:S:1:pos:R:3:forces:R:3
C -0.90609 1.77469 0.45091 -1.628 -3.802 2.264
C -1.09410 0.76154 -0.68603 0.972 -0.923 -0.734
C -0.16032 -0.45973 -0.52350 0.615 -1.133 1.880
C -0.75329 -1.49438 0.63070 -0.674 0.173 -5.649
B 1.42356 -0.20261 -0.05410 -0.965 -0.740 -3.043
N 2.46523 -0.87716 -0.83288 -0.637 0.653 0.969
O 1.87562 0.63368 0.92433 1.896 -0.579 0.979
H -1.19932 1.33172 1.53615 0.639 1.086 -2.467
H -1.48255 2.60467 0.24552 -1.082 2.015 -0.105
H 0.12310 1.94936 0.43107 1.410 0.854 0.423
H -2.12252 0.33836 -0.94486 1.091 1.142 0.410
H -0.60116 1.29556 -1.52871 -1.104 -0.234 -0.170
H -0.14702 -1.09077 -1.45474 0.113 0.781 0.678
H -1.01080 -0.91059 1.44780 -0.991 0.624 1.607
H 0.07998 -2.11702 0.82108 0.374 -1.239 0.566
H -1.61288 -2.04590 -0.01781 1.731 1.061 2.395
H 2.47124 -1.07938 -1.83517 -0.052 0.039 0.937
H 3.34858 -0.62904 -0.40214 0.437 -0.484 -1.012
H 2.87359 0.47652 1.01543 -2.144 0.708 0.071
```
Forces are in eV/Å.

Calculated values
SMILES: CC[C@H](C)B(N)O
Orbital gap, eV: 10.289
Highest occupied orbital energy, eV: -9.87
Calculated total energy, eV: -8557.637

[6]
Entry from the OMol25 dataset: C40H42Cl2N8O7SSeTl as an isolated structure (the ωB97M-V functional and the def2-TZVPD basis).

```
102
Properties=species:S:1:pos:R:3:forces:R:3
Tl 0.27589 -0.41216 -1.00364 -0.045 0.023 -0.091
Cl -0.09185 -3.02447 -8.89349 0.001 0.005 0.026
C 0.12852 -2.68898 -7.18906 0.001 0.017 0.041
C 1.10721 -3.39880 -6.47384 -0.032 -0.013 -0.044
C 1.28396 -3.14953 -5.14614 0.054 -0.048 -0.038
Cl 2.50834 -4.01397 -4.26505 0.072 -0.108 0.012
C 0.51795 -2.18061 -4.39404 -0.037 0.121 -0.020
O 0.72120 -1.99864 -3.17642 -0.008 -0.002 0.081
C -0.45591 -1.47364 -5.18446 -0.037 0.008 -0.034
C -1.30121 -0.43410 -4.63666 -0.045 0.069 0.083
O -1.34064 0.01430 -3.50134 0.075 -0.014 -0.047
C -0.62965 -1.74739 -6.55344 0.030 -0.023 0.006
H 1.71637 -4.13941 -6.97447 0.004 0.004 0.000
H -1.99272 -0.00554 -5.39539 -0.021 -0.001 0.005
H -1.37861 -1.19198 -7.10713 -0.001 -0.001 0.001
O 0.69525 2.17816 1.20300 0.027 0.094 0.076
C 1.49387 3.09449 1.17629 0.128 -0.071 0.154
C 2.66837 3.24970 0.33169 -0.040 0.048 0.043
C 3.36857 4.44291 0.47783 -0.024 0.060 -0.028
C 4.48174 4.71684 -0.28362 -0.208 0.066 -0.184
C 4.93886 3.77796 -1.23490 -0.029 0.008 -0.049
C 4.28236 2.60030 -1.39616 0.015 -0.004 0.004
C 3.10950 2.24756 -0.62208 0.088 0.041 0.015
O 2.54103 1.14860 -0.78243 -0.014 -0.100 -0.023
N 5.17788 5.96149 -0.10925 0.674 -0.551 0.814
O 4.80646 6.72229 0.77573 -0.278 0.254 -0.221
O 6.20062 6.14594 -0.75561 -0.159 0.204 -0.342
H 1.35707 3.95183 1.87618 -0.011 0.013 -0.018
H 3.03278 5.17738 1.20016 -0.001 0.005 -0.002
H 5.81226 4.01833 -1.82489 -0.003 -0.001 0.007
H 4.61565 1.86817 -2.12019 0.007 -0.006 0.002
C -4.09893 3.99511 -0.77171 -0.021 0.004 -0.055
N -3.45099 2.99769 0.05145 -0.036 0.024 0.026
C -4.33622 2.33431 0.97814 -0.089 0.107 0.073
C -2.26520 2.40694 -0.37322 -0.091 -0.052 0.058
N -1.98882 1.14987 -0.29963 0.080 0.036 0.035
C -3.02028 0.20807 -0.27197 0.051 -0.073 -0.107
C -3.97401 0.25894 -1.26665 0.034 -0.102 -0.068
C -5.06447 -0.62184 -1.29447 0.029 -0.008 0.011
C -5.19890 -1.56299 -0.31814 0.002 0.019 -0.010
C -4.21880 -1.69108 0.69718 -0.017 -0.003 0.013
C -4.39055 -2.69722 1.67989 0.022 0.008 0.021
C -3.45649 -2.86799 2.65613 -0.020 0.011 -0.025
C -2.31316 -2.05728 2.67799 0.018 -0.024 0.020
C -2.09236 -1.05356 1.75316 -0.006 0.059 -0.021
N -0.86046 -0.40024 1.74926 0.107 -0.191 0.023
C -0.26352 -0.10355 2.85687 -0.006 -0.004 -0.038
N 1.09646 -0.12944 2.96490 0.017 -0.042 -0.077
C 1.90029 -0.78240 1.95063 0.017 0.018 0.066
C 1.82262 0.82633 3.77608 -0.001 0.010 0.008
N -0.90253 0.28598 4.02585 -0.045 0.040 0.065
C -0.56847 -0.31684 5.29533 0.005 0.001 0.011
C -2.19454 0.91651 3.96721 -0.071 -0.007 0.000
C -3.08259 -0.82926 0.72479 0.017 -0.029 -0.023
N -1.36229 3.29959 -0.87428 0.034 0.029 -0.088
C -0.27083 2.84200 -1.71185 0.149 0.013 0.036
C -1.19708 4.61980 -0.30498 0.030 -0.003 0.002
H -4.99096 3.57065 -1.25014 -0.005 0.005 0.002
H -3.42207 4.33705 -1.55023 -0.053 -0.010 0.007
H -4.41086 4.85779 -0.17415 -0.002 -0.007 0.003
H -4.75530 3.07493 1.66606 0.009 0.026 0.006
H -3.78722 1.59677 1.54968 -0.016 -0.019 0.109
H -5.16077 1.81988 0.47074 0.016 0.027 0.041
H -3.85028 0.99762 -2.04899 0.003 0.006 0.007
H -5.79444 -0.54493 -2.09110 -0.004 -0.004 -0.003
H -6.04000 -2.24551 -0.31069 -0.001 -0.004 -0.002
H -5.26808 -3.32969 1.62515 0.001 -0.006 -0.001
H -3.57268 -3.64673 3.40055 0.001 -0.002 0.003
H -1.54013 -2.25340 3.41132 0.004 -0.011 0.002
H 1.34298 -1.61200 1.51973 -0.034 -0.026 -0.005
H 2.80353 -1.17383 2.42717 -0.006 -0.022 0.007
H 2.19469 -0.08595 1.15821 -0.027 -0.014 -0.003
H 1.13081 1.50008 4.27446 0.012 -0.004 -0.016
H 2.48455 1.41888 3.14059 0.019 0.008 -0.015
H 2.43564 0.31985 4.52876 -0.004 -0.003 0.001
H 0.37035 -0.85993 5.21954 -0.013 -0.001 0.000
H -1.35278 -1.02122 5.60343 0.000 0.001 0.002
H -0.47054 0.44400 6.07618 0.010 -0.002 0.007
H -2.28654 1.42913 3.01577 -0.028 0.067 -0.098
H -2.26589 1.65715 4.76867 -0.009 -0.004 0.011
H -3.02284 0.20410 4.06822 0.000 0.014 0.005
H -0.59721 1.99476 -2.30988 -0.046 -0.015 -0.046
H 0.60897 2.56267 -1.12225 -0.212 -0.019 -0.188
H 0.01029 3.65374 -2.38729 -0.019 0.001 -0.020
H -1.88131 4.75850 0.52877 0.029 0.006 -0.005
H -1.38089 5.40276 -1.04895 0.005 0.000 0.007
H -0.17409 4.74040 0.05961 -0.001 0.018 0.002
O 1.30802 -5.34653 2.41700 0.046 -0.014 0.003
S 0.08383 -4.71979 1.93964 -0.083 0.042 0.087
N -0.01369 -4.17349 0.54616 0.062 -0.060 -0.057
Se 1.11300 -4.05697 -0.89435 -0.091 0.123 0.012
C 2.78248 -4.71998 -0.21139 0.006 -0.018 -0.040
C 3.16480 -6.02999 -0.46409 0.022 -0.011 0.025
C 4.38950 -6.48966 -0.00165 -0.016 0.000 -0.008
C 5.22654 -5.64031 0.70748 -0.002 0.014 0.003
C 4.84891 -4.32502 0.94246 0.010 -0.014 -0.003
C 3.63024 -3.85996 0.47451 0.001 0.024 -0.012
H 2.50205 -6.68691 -1.01191 -0.004 -0.002 -0.004
H 4.68723 -7.51253 -0.19298 0.007 -0.006 0.001
H 6.18011 -6.00110 1.07160 0.004 -0.003 0.001
H 5.50685 -3.65834 1.48470 0.006 0.005 0.001
H 3.33419 -2.83141 0.63871 0.016 -0.022 -0.011
```
Forces are in eV/Å.

Calculated values
Orbital gap, eV: 6.946
Highest occupied orbital energy, eV: -4.98
Calculated total energy, eV: -174334.066
Charge: -1

LUMO level values, unit eV, following the record order: 0.402 -4.847 7.423 0.385 0.416 1.965.
M values, unit g mol⁻¹, following the record order: 92.09 81.10 120.00 88.06 100.96 1133.14.